# 1
18
Properties=species:S:1:pos:R:3 method="wB97M-V/def2-TZVPD" homo_energy_ev="-14.005 / -14.004" multiplicity=2 fmax_ev_per_a=4.50 total_charge=+1 orbital_gap_ev="10.594 / 5.928"
C 1.3020 0.4398 2.3499
C 1.3780 1.3950 1.2944
O 2.0152 2.5479 1.5764
O 1.0269 1.1316 0.1218
H 2.3210 0.3311 2.9197
H 0.5867 -0.3076 1.8485
H 0.6720 0.7298 3.1752
C -0.7692 -0.5189 -1.7511
C -2.0084 -0.4519 -0.9352
N -0.2914 -1.9210 -1.6598
H -1.2320 -0.3089 -2.7927
H 0.2244 -0.0783 -1.6475
H -2.1781 0.4958 -0.3575
H -2.0128 -1.2081 -0.1708
H -0.6000 -2.7393 -2.1335
H 0.3899 -1.9480 -0.8948
H 1.9927 3.0900 0.7563
H -2.8168 -0.6791 -1.6993

***

# 2
14
Properties=species:S:1:pos:R:3 method="wB97M-V/def2-TZVPD" homo_energy_ev=-9.814 smiles="C/N=C1/COCO1" fmax_ev_per_a=0.44 orbital_gap_ev=10.722
C -2.0975 0.9676 0.6139
N -1.4939 -0.1088 -0.1493
C -0.2431 -0.1853 -0.2153
C 0.5502 -1.2840 -0.8852
O 1.8485 -0.7303 -0.9934
C 1.9589 0.1336 0.0972
O 0.6658 0.6840 0.3242
H -1.4319 1.8211 0.7872
H -2.9966 1.3137 0.0956
H -2.4130 0.5732 1.5870
H 0.1715 -1.5370 -1.8755
H 0.5493 -2.1823 -0.2493
H 2.6573 0.9364 -0.1441
H 2.2743 -0.4017 1.0069